The following is a quantum chemistry calculation of a molecular structure, C23H39IrN4O4S2Si in a non-equilibrium geometry, from the OMol25 dataset.

Cartesian coordinates (Å):
Ir  -0.22  -0.03  -0.19
C  -3.59  -2.47  2.80
C  -2.23  -2.00  2.41
C  -1.68  -2.43  1.20
C  -2.53  -3.13  0.18
C  -0.29  -2.31  0.98
C  0.32  -3.31  0.03
C  0.50  -1.54  1.87
C  2.00  -1.68  1.84
C  -0.14  -0.88  2.96
C  0.60  0.08  3.83
C  -1.48  -1.16  3.25
C  -2.11  -0.53  4.45
H  -4.33  -1.72  2.54
H  -3.64  -2.64  3.87
H  -3.84  -3.41  2.30
H  -2.61  -4.20  0.43
H  -2.08  -3.04  -0.80
H  -3.53  -2.71  0.16
H  0.14  -3.03  -1.00
H  -0.14  -4.28  0.19
H  1.39  -3.41  0.19
H  2.26  -2.67  2.21
H  2.50  -0.95  2.46
H  2.39  -1.58  0.83
H  1.55  0.37  3.41
H  0.77  -0.35  4.82
H  0.00  0.98  3.95
H  -1.59  -0.83  5.36
H  -3.16  -0.78  4.54
H  -2.04  0.56  4.37
C  2.78  -2.26  -2.11
C  3.05  -0.87  -1.64
C  4.35  -0.35  -1.71
C  4.59  0.94  -1.24
C  3.53  1.71  -0.80
C  2.24  1.15  -0.81
N  2.05  -0.14  -1.16
N  1.10  1.78  -0.52
Si  0.86  3.51  -0.45
C  1.87  4.22  -1.92
C  1.54  4.14  1.23
C  -0.95  3.99  -0.71
H  3.32  -2.46  -3.03
H  1.71  -2.37  -2.28
H  3.11  -2.98  -1.37
H  5.14  -0.95  -2.12
H  5.59  1.34  -1.25
H  3.69  2.71  -0.44
H  2.71  4.81  -1.58
H  1.25  4.88  -2.53
H  2.26  3.45  -2.57
H  2.58  3.86  1.37
H  0.95  3.71  2.03
H  1.46  5.22  1.29
H  -1.37  3.53  -1.60
H  -1.05  5.07  -0.83
H  -1.58  3.70  0.14
C  -2.68  -0.33  -4.91
N  -1.89  -1.08  -3.96
C  -0.94  -0.57  -3.17
N  -0.40  0.62  -3.48
O  -0.51  -1.26  -2.21
H  -3.36  -1.02  -5.41
H  -2.05  0.13  -5.67
H  -3.27  0.44  -4.41
H  -2.28  -1.95  -3.63
H  -0.91  1.25  -4.08
H  0.19  1.04  -2.78
O  -3.28  0.29  1.62
S  -2.41  1.35  1.18
O  -0.99  1.15  1.55
O  -2.86  2.69  1.42
S  -2.34  1.03  -0.88

## Properties
E: -71015.68809 eV
2S+1: 2
M: 720.03 g mol⁻¹
Charge: +1
Maximum force: 3.3 eV/A
Energy above the lowest of the compared OMol25 structures with the same formula, charge and spin: 72.30 kcal per mole



The following is a quantum chemistry calculation of a molecular structure, C62H50AsCl2O23S in a non-equilibrium geometry, from the OMol25 dataset.

Cartesian coordinates (Å):
C  -3.47  -2.29  5.89
C  -3.37  -1.51  4.61
O  -3.91  -0.42  4.52
O  -2.72  -2.04  3.55
C  -1.48  -2.67  3.88
O  -0.78  -2.13  4.69
C  -1.23  -3.89  3.09
As  0.70  -4.17  2.33
C  1.33  -4.29  4.31
S  2.61  -5.44  4.64
O  3.36  -5.05  5.82
O  3.46  -5.67  3.50
C  1.02  -2.15  2.14
Cl  -0.26  -1.26  1.28
C  2.09  -1.45  2.50
C  3.30  -2.05  3.14
Cl  2.24  0.29  2.22
H  -4.41  -2.10  6.38
H  -2.67  -1.91  6.52
H  -3.25  -3.33  5.75
H  -1.91  -3.91  2.25
H  -1.50  -4.74  3.71
H  2.13  -4.40  1.77
H  0.07  -4.15  0.89
H  0.42  -5.74  2.39
H  1.56  -3.35  4.80
H  0.48  -4.69  4.86
H  1.98  -6.62  4.89
H  3.17  -2.05  4.22
H  4.18  -1.45  2.96
H  3.46  -3.06  2.78
C  3.71  -7.34  11.35
C  2.46  -6.94  11.16
C  2.07  -6.14  9.97
O  0.93  -5.78  9.81
C  3.14  -5.79  9.00
C  4.40  -6.18  9.19
C  4.78  -6.99  10.38
O  5.93  -7.35  10.55
H  4.02  -7.92  12.20
H  1.66  -7.19  11.85
H  2.85  -5.20  8.14
H  5.19  -5.94  8.50
C  -8.88  -1.22  4.37
C  -9.34  -1.23  3.12
C  -8.49  -0.81  1.99
O  -8.93  -0.83  0.85
C  -7.11  -0.36  2.28
C  -6.64  -0.34  3.53
C  -7.49  -0.77  4.67
O  -7.09  -0.76  5.81
H  -9.48  -1.52  5.22
H  -10.35  -1.56  2.88
H  -6.51  -0.06  1.44
H  -5.64  -0.01  3.76
C  -9.39  -0.50  -4.84
C  -9.86  0.65  -4.38
C  -9.80  0.97  -2.93
O  -10.23  2.03  -2.50
C  -9.20  -0.04  -2.02
C  -8.73  -1.19  -2.49
C  -8.79  -1.51  -3.93
O  -8.36  -2.56  -4.37
H  -9.43  -0.76  -5.89
H  -10.29  1.40  -5.02
H  -9.16  0.21  -0.97
H  -8.29  -1.94  -1.84
C  5.28  2.70  -0.77
C  5.03  1.76  0.14
C  5.77  0.47  0.14
O  5.55  -0.39  0.96
C  6.80  0.27  -0.92
C  7.04  1.21  -1.83
C  6.31  2.50  -1.82
O  6.54  3.36  -2.65
H  4.76  3.65  -0.78
H  4.29  1.89  0.92
H  7.32  -0.67  -0.91
H  7.79  1.09  -2.61
C  7.70  5.51  -4.93
C  8.45  5.53  -3.83
C  9.57  6.50  -3.68
O  10.26  6.52  -2.69
C  9.82  7.44  -4.80
C  9.06  7.42  -5.90
C  7.95  6.45  -6.04
O  7.26  6.44  -7.05
H  6.88  4.81  -5.06
H  8.28  4.85  -3.01
H  10.63  8.13  -4.67
H  9.22  8.10  -6.72
C  3.35  2.03  -8.53
C  4.10  2.04  -7.43
C  5.22  3.01  -7.28
O  5.90  3.02  -6.28
C  5.47  3.96  -8.39
C  4.72  3.93  -9.49
C  3.60  2.97  -9.65
O  2.91  2.95  -10.65
H  2.53  1.33  -8.66
H  3.94  1.36  -6.60
H  6.28  4.65  -8.26
H  4.88  4.61  -10.32
C  -7.99  -2.09  -10.73
C  -8.45  -0.93  -10.27
C  -8.40  -0.60  -8.83
O  -8.83  0.45  -8.40
C  -7.81  -1.61  -7.92
C  -7.34  -2.77  -8.38
C  -7.39  -3.10  -9.82
O  -6.97  -4.15  -10.25
H  -8.02  -2.35  -11.78
H  -8.89  -0.18  -10.92
H  -7.77  -1.35  -6.87
H  -6.90  -3.52  -7.72
C  8.60  12.36  -5.39
C  8.31  13.52  -4.81
C  8.47  13.72  -3.35
O  8.20  14.78  -2.83
C  8.98  12.57  -2.56
C  9.27  11.41  -3.13
C  9.11  11.21  -4.59
O  9.38  10.15  -5.12
H  8.49  12.19  -6.45
H  7.94  14.37  -5.38
H  9.09  12.74  -1.49
H  9.64  10.56  -2.57
C  -6.11  -6.67  6.79
C  -7.09  -7.19  7.53
C  -7.85  -6.36  8.50
O  -8.74  -6.84  9.17
C  -7.47  -4.93  8.62
C  -6.49  -4.41  7.89
C  -5.73  -5.24  6.92
O  -4.84  -4.76  6.25
H  -5.54  -7.26  6.08
H  -7.38  -8.23  7.45
H  -8.04  -4.35  9.33
H  -6.20  -3.37  7.96

## Properties
E: -208902.62567 eV
M: 1340.95 g mol⁻¹
Charge: -1
Maximum force: 2.0 eV/A



The following is a quantum chemistry calculation of a molecular structure, C2H9N3O in a non-equilibrium geometry, from the OMol25 dataset.

Cartesian coordinates (Å):
C  -1.69  -0.23  0.09
C  1.38  -0.65  0.22
N  0.13  -0.48  -0.56
N  -1.92  1.09  0.26
N  2.19  0.53  0.38
O  -0.39  -1.73  -0.93
H  0.35  0.09  -1.39
H  -2.20  1.63  -0.54
H  -1.34  1.59  0.92
H  1.68  1.29  0.82
H  2.57  0.85  -0.50
H  -1.50  -0.81  0.97
H  -2.31  -0.71  -0.66
H  1.09  -1.03  1.20
H  1.96  -1.44  -0.28

## Properties
E: -8733.51076 eV
M: 91.11 g mol⁻¹
Maximum force: 2.7 eV/A
Energy above the lowest of the compared OMol25 structures with the same formula, charge and spin: 113.66 kcal per mole



The following is a quantum chemistry calculation of a molecular structure, C28H46BrN3P2Pd in a non-equilibrium geometry, from the OMol25 dataset.

Cartesian coordinates (Å):
N  -7.00  5.41  -6.63
C  -6.81  6.02  -5.47
C  -6.00  5.48  -4.45
C  -5.38  4.24  -4.68
C  -5.61  3.60  -5.92
C  -6.42  4.23  -6.86
C  -4.48  3.66  -3.69
Pd  -0.10  -0.21  -0.08
P  5.62  -0.88  -1.04
C  -3.58  2.71  -4.01
C  -2.62  2.22  -3.06
C  -1.45  1.63  -3.57
C  -0.49  1.15  -2.70
C  -0.84  1.16  -1.35
C  -1.91  1.86  -0.79
C  -2.87  2.35  -1.67
Br  2.21  0.39  0.89
H  -4.51  4.11  -2.69
H  -3.50  2.37  -5.04
H  -5.83  6.04  -3.54
H  -5.16  2.63  -6.14
H  -7.32  6.98  -5.31
H  -6.59  3.74  -7.82
H  -1.35  1.56  -4.66
H  -3.80  2.79  -1.31
H  0.47  0.75  -3.04
H  -2.02  1.93  0.29
P  -0.63  -2.14  -1.02
C  5.24  0.90  -0.81
C  6.40  1.80  -1.27
H  5.03  1.04  0.26
H  4.32  1.10  -1.37
H  6.26  2.81  -0.89
H  7.36  1.43  -0.89
H  6.46  1.86  -2.36
C  5.08  -1.33  -2.73
C  5.86  -2.47  -3.39
H  5.21  -0.40  -3.32
H  4.00  -1.55  -2.65
H  5.57  -2.54  -4.44
H  6.94  -2.30  -3.35
H  5.64  -3.44  -2.93
C  4.74  -1.91  0.18
C  5.59  -2.04  1.45
H  4.59  -2.90  -0.29
H  3.77  -1.43  0.40
H  5.12  -2.74  2.15
H  6.59  -2.43  1.22
H  5.70  -1.08  1.97
C  -0.44  -3.47  0.20
C  -1.54  -4.52  0.25
H  -0.33  -2.96  1.17
H  0.53  -3.94  -0.03
H  -2.48  -4.12  0.66
H  -1.76  -4.94  -0.75
H  -1.22  -5.35  0.89
C  0.61  -2.46  -2.32
C  0.08  -2.49  -3.75
H  1.07  -3.42  -2.05
H  1.35  -1.66  -2.18
H  -0.60  -3.33  -3.92
H  -0.44  -1.56  -4.03
H  0.93  -2.61  -4.43
C  -2.30  -2.12  -1.75
C  -3.34  -1.63  -0.74
H  -2.53  -3.13  -2.13
H  -2.25  -1.44  -2.61
H  -4.11  -1.05  -1.26
H  -3.83  -2.47  -0.23
H  -2.89  -0.97  0.02
C  0.98  -0.54  4.66
N  -0.24  0.16  4.20
C  -1.11  0.77  5.21
C  -0.56  0.21  2.95
N  -0.95  0.28  1.84
H  1.00  -0.48  5.75
H  1.87  -0.08  4.22
H  0.96  -1.60  4.35
H  -1.16  1.86  5.06
H  -2.12  0.36  5.15
H  -0.67  0.55  6.19

## Properties
E: -126308.01468 eV
2S+1: 5
M: 672.97 g mol⁻¹
Charge: +4
Maximum force: 3.1 eV/A
Energy above the lowest of the compared OMol25 structures with the same formula, charge and spin: 0.00 kcal per mole